# 1
13
Properties=species:S:1:pos:R:3:forces:R:3 method="wB97M-V/def2-TZVPD" gap_ev=10.68 lumo_energy_ev=1.0148 relative_energy_kj_mol=290.0
C 1.730570 0.022414 0.381089 -0.2 -0.2 0.2
C 0.514210 0.079882 -0.510802 -0.7 -0.9 0.6
C -1.067304 -0.904330 0.021202 0.9 -0.5 -0.6
N -1.710573 0.163369 -0.742714 0.3 0.7 0.2
C -0.630806 0.939533 -0.236595 0.1 1.8 0.1
O -0.657622 1.889864 0.501815 -0.5 0.5 0.0
H 2.393058 0.902316 0.381177 -0.5 -0.1 -0.2
H 1.394281 -0.151588 1.400653 0.2 0.0 0.2
H 2.343598 -0.822960 0.048678 -0.1 0.1 0.2
H 0.827434 0.167092 -1.582703 -1.0 -1.2 0.6
H -1.423887 -0.884104 1.090468 1.3 0.2 -0.7
H -1.108064 -1.924082 -0.337780 -0.1 0.0 -0.5
H -2.604891 0.522597 -0.414487 0.1 -0.3 0.1



# 2
81
Properties=species:S:1:pos:R:3:forces:R:3 method="wB97M-V/def2-TZVPD" gap_ev="7.45 / 7.55" lumo_energy_ev="-6.8083 / -6.7069" relative_energy_kj_mol=154.8 charge=+2
Pt 0.012975 0.065647 0.030223 0.3 -1.6 -0.3
O -1.545429 -0.877883 1.237021 0.6 1.0 -0.9
P -1.706501 -2.142299 2.057779 -0.1 -0.9 0.3
C -0.141081 -2.672930 2.853981 -0.1 0.4 -0.2
P 1.018105 -1.276356 2.884516 -0.1 -0.4 1.2
O 1.340955 -0.827065 1.468628 -0.6 1.1 -1.5
C 0.296114 0.018060 3.896581 0.2 -0.1 -0.2
C -0.380402 -0.251605 5.084335 0.0 -0.1 0.0
C -0.772053 0.796612 5.899699 0.0 0.0 0.1
C -0.499566 2.108428 5.533859 0.0 0.0 -0.1
C 0.165869 2.377914 4.345696 0.0 0.0 0.0
C 0.576461 1.333309 3.534826 0.0 -0.1 0.0
C 2.544529 -1.854323 3.632498 -0.2 0.1 -0.3
C 2.571945 -2.857196 4.597444 0.0 0.0 0.0
C 3.788415 -3.264332 5.120880 0.0 0.0 0.1
C 4.966991 -2.670147 4.692214 0.0 0.0 0.0
C 4.938007 -1.657635 3.742544 0.0 0.0 0.0
C 3.727115 -1.248961 3.210769 0.0 0.0 0.0
C -2.198869 -3.532495 1.027065 0.0 0.3 0.1
C -1.876135 -4.851240 1.340534 0.0 0.0 0.0
C -2.276155 -5.874731 0.496808 0.0 -0.1 0.0
C -2.983159 -5.587035 -0.662527 0.0 0.1 0.0
C -3.312162 -4.274056 -0.971457 0.0 0.0 0.0
C -2.935698 -3.248268 -0.120696 0.0 0.0 0.1
C -2.895235 -1.847681 3.367076 0.1 0.0 -0.3
C -3.259030 -2.887160 4.221830 0.0 0.0 0.0
C -4.205322 -2.660092 5.205712 0.0 0.0 0.1
C -4.792898 -1.406500 5.327607 0.0 0.0 0.0
C -4.435753 -0.375552 4.469215 -0.1 0.0 0.1
C -3.485255 -0.593566 3.484833 0.1 0.0 -0.1
H 0.332557 -3.463437 2.269125 0.0 0.0 0.0
H -0.342517 -3.037162 3.862066 0.0 0.0 0.0
H -0.602874 -1.270086 5.380722 0.0 0.0 0.0
H -1.273566 0.591080 6.835707 0.0 0.0 0.0
H -0.799395 2.921980 6.180388 0.0 0.0 0.0
H 0.387848 3.399016 4.064896 0.0 0.0 0.0
H 1.115546 1.518933 2.617280 0.0 0.1 0.0
H 1.658046 -3.323512 4.944213 0.0 0.0 0.0
H 3.818052 -4.045732 5.867816 0.0 0.0 0.0
H 5.913495 -2.994234 5.102806 0.0 0.0 0.0
H 5.856127 -1.187127 3.418633 0.0 0.0 0.0
H 3.685753 -0.470268 2.460254 0.1 0.0 0.0
H -1.312830 -5.087442 2.235172 0.0 0.0 0.0
H -2.028988 -6.899140 0.739708 0.0 0.0 0.0
H -3.279414 -6.387482 -1.326627 0.0 0.0 0.0
H -3.864002 -4.050460 -1.874712 0.0 0.0 0.0
H -3.208689 -2.223338 -0.336254 0.0 -0.1 0.0
H -2.818339 -3.872188 4.111514 0.0 0.0 0.0
H -4.497138 -3.459137 5.873476 0.0 0.0 0.0
H -5.541530 -1.237558 6.089749 0.0 0.0 0.0
H -4.907811 0.592656 4.565783 0.0 0.0 0.0
H -3.196200 0.197806 2.805481 0.0 0.0 0.0
C 2.994875 0.216713 -0.984855 0.3 -0.2 0.0
O 1.736853 0.821428 -1.332021 -0.6 -0.3 0.8
C 1.759926 2.257231 -1.348326 -0.1 0.4 0.1
C 1.555606 2.839229 0.039129 0.0 -0.1 -0.1
O 0.330649 2.379271 0.592870 -0.1 0.5 0.0
C -0.815167 3.192619 0.313601 0.1 0.1 0.1
H 3.762780 0.546392 -1.685146 -0.1 0.0 0.0
H 2.860371 -0.858303 -1.065920 0.0 0.0 0.0
H 3.291898 0.462632 0.035254 -0.1 0.0 0.0
H 0.938556 2.558241 -1.999491 0.1 0.0 0.0
H 2.702667 2.608106 -1.771655 0.0 -0.1 -0.1
H 1.579515 3.930055 -0.002475 0.0 0.0 0.0
H 2.338674 2.490424 0.715447 0.0 0.1 0.0
H -0.722119 4.148918 0.831147 0.0 0.0 0.0
H -1.676848 2.653913 0.701564 0.0 0.0 0.0
H -0.945011 3.364454 -0.756245 0.0 0.0 0.0
C -2.445887 -0.991597 -2.726771 0.2 0.2 0.0
C -1.605939 -0.367394 -3.851080 0.0 0.0 0.2
C -0.722896 0.658051 -3.122147 0.3 -0.2 -0.5
O -1.202019 0.729166 -1.749188 0.3 -0.2 1.4
C -2.533950 0.158558 -1.742060 -0.5 -0.2 -0.1
H -1.918364 -1.831972 -2.270816 0.0 0.0 0.0
H -3.423101 -1.323380 -3.070073 0.0 0.0 0.0
H -2.251937 0.128864 -4.572783 0.0 0.0 0.0
H -1.006414 -1.104317 -4.379424 0.0 0.0 0.0
H -0.820397 1.651371 -3.563397 0.0 0.0 0.1
H 0.326272 0.376477 -3.105179 -0.1 0.0 0.1
H -3.236834 0.918648 -2.094711 0.1 0.1 0.0
H -2.777561 -0.117536 -0.717993 0.1 0.1 0.0